[1]
Molecular formula: C23H25F3IrN4OS
Method: DFT, ωB97M-V/def2-TZVPD

Values from the calculation:
Largest force on an atom = 2.93 eV/Å
Energy = -54085.8977 eV
Molar mass = 654.8 g mol⁻¹
LUMO level (alpha / beta) = -3.607 / -3.608 eV

```
! wB97M-V def2-TZVPD RIJCOSX def2/J DEFGRID3
* xyz 1 1
Ir 0.2544 -0.2455 0.5281
F 3.1628 1.9779 -2.4794
C 3.5761 2.7377 -1.4502
F 4.7030 2.1902 -0.9704
F 3.8829 3.9475 -1.9440
C 2.5107 2.8416 -0.3892
C 1.9442 4.0511 -0.0715
C 0.8769 4.1038 0.8278
C 0.4020 2.9309 1.3501
N 0.9819 1.7414 1.0847
C 2.0211 1.6950 0.2464
S 2.5422 0.0536 0.0647
H 2.3178 4.9550 -0.5342
H 0.4227 5.0448 1.1028
H -0.4516 2.9189 2.0132
C -2.1575 3.2665 -1.9098
C -1.8045 1.8694 -1.4903
O -0.8129 1.6387 -0.7981
N -2.5980 0.8673 -1.9106
C -2.3353 -0.5200 -1.5543
C -1.1367 -1.0759 -2.2956
C -1.2921 -1.5365 -3.5916
C -0.1924 -1.9915 -4.2948
C 1.0431 -1.9643 -3.6761
C 1.1257 -1.4976 -2.3785
N 0.0622 -1.0703 -1.6786
H -2.1044 3.9119 -1.0352
H -3.1469 3.3413 -2.3592
H -1.4116 3.6135 -2.6256
H -3.3643 1.0786 -2.5257
H -3.2320 -1.0872 -1.7905
H -2.1498 -0.5859 -0.4832
H -2.2756 -1.5310 -4.0452
H -0.2983 -2.3514 -5.3105
H 1.9383 -2.2953 -4.1851
H 2.0807 -1.4453 -1.8785
C 0.3913 -3.4723 -0.1562
N 0.3737 -2.4745 0.9269
C 1.6137 -2.6515 1.7227
C -0.8180 -2.7254 1.7562
C -0.9698 -1.6136 2.7174
C -1.6720 -1.7755 3.9078
C -1.7102 -0.7562 4.8423
C -1.0038 0.4133 4.5968
C -0.3346 0.5891 3.3935
C -0.3507 -0.4031 2.4056
H 0.3465 -4.4750 0.2791
H 1.3079 -3.3892 -0.7307
H -0.4608 -3.3384 -0.8166
H 1.7162 -3.7036 2.0075
H 1.5781 -2.0351 2.6146
H 2.4736 -2.3531 1.1303
H -0.7157 -3.6838 2.2777
H -1.6803 -2.8105 1.0886
H -2.1783 -2.7146 4.1063
H -2.2584 -0.8843 5.7671
H -0.9664 1.1918 5.3490
H 0.2334 1.4864 3.2525
*
```


[2]
Molecular formula: C5H14
Method: DFT, ωB97M-V/def2-TZVPD

Values from the calculation:
Largest force on an atom = 4.52 eV/Å
Energy = -5409.3522 eV
Molar mass = 74.2 g mol⁻¹
LUMO level (alpha / beta) = 4.300 / 4.225 eV
Expectation value of S² = 0.7503

```
! wB97M-V def2-TZVPD RIJCOSX def2/J DEFGRID3
* xyz -1 2
C 2.0106 0.5838 1.9985
C 1.2677 -0.7063 1.7395
H 1.9262 1.0129 2.9382
H 3.0839 0.4820 1.7585
H 1.6170 1.3343 1.3591
H 1.3191 -1.0049 0.6256
H 0.2916 -0.9304 2.0832
H 1.7537 -1.5761 2.2389
C -1.5357 0.6593 -1.3790
C -0.4102 0.2202 -2.3986
C -1.7591 -0.5140 -0.3417
H -2.4556 0.7871 -1.9953
H -1.3726 1.6612 -0.9130
H -0.7391 0.3675 -3.4287
H 0.4669 0.6634 -1.9460
H -1.7416 -1.4295 -0.8473
H -2.5608 -0.2679 0.3044
H -0.2429 -0.9105 -2.2130
H -0.9190 -0.4323 0.4167
*
```